Record 1
The following is a quantum chemistry calculation of a molecular structure, C3BrCl2N in a non-equilibrium geometry, from the Open Molecules 2025 dataset.

- LUMO energy (alpha / beta): -2.585 / -2.195 eV
- HOMO (alpha / beta): -0.3349 / -0.3361 Ha
- Energy relative to the best compared isomer or geometry (same formula, charge and spin): 3.5 kcal per mole
- Maximum force: 3.13 eV Å⁻¹

```
! wB97M-V def2-TZVPD RIJCOSX def2/J DEFGRID3
* xyz 0 1
C 1.24 -0.78 -0.95
C 0.38 -0.52 0.07
C -1.86 0.40 -0.48
N 1.85 -1.25 -1.84
Cl 0.95 0.05 1.53
Cl -2.29 -0.41 -1.88
Br -2.91 -0.22 0.87
*
```



Record 2
The following is a quantum chemistry calculation of a single C3BrF3 molecule in a non-equilibrium geometry, from the Open Molecules 2025 dataset.

- LUMO energy (alpha / beta): -1.976 / -2.007 eV
- HOMO (alpha / beta): -0.3429 / -0.3524 Ha
- Energy relative to the best compared isomer or geometry (same formula, charge and spin): 65.1 kcal per mole
- Maximum force: 3.88 eV Å⁻¹

```
! wB97M-V def2-TZVPD RIJCOSX def2/J DEFGRID3
* xyz 0 1
C 2.47 1.34 -0.96
C -0.62 0.43 0.86
C -1.38 -0.64 0.71
F 2.04 0.64 -1.97
F -1.13 -1.72 -0.08
F -2.67 -0.84 1.15
Br 1.29 0.79 0.30
*
```



Record 3
The following is a quantum chemistry calculation of 2 unconnected molecules or ions with the total composition C3Cl2F2O2 in a non-equilibrium geometry, from the Open Molecules 2025 dataset.

- LUMO energy: -0.754 eV
- HOMO: -0.3338 Ha
- Energy relative to the best compared isomer or geometry (same formula, charge and spin): 28.0 kcal per mole
- Maximum force: 3.40 eV Å⁻¹

```
! wB97M-V def2-TZVPD RIJCOSX def2/J DEFGRID3
* xyz 0 1
C 1.02 -0.54 -1.31
C -0.30 -0.58 -1.43
C -0.06 0.80 1.58
O 2.06 -0.93 -1.00
O 0.10 -0.19 1.03
F -0.37 0.93 2.85
F 0.08 2.01 1.18
Cl -1.44 0.56 -0.81
Cl -1.10 -2.06 -2.10
*
```



Record 4
The following is a quantum chemistry calculation of a gas-phase ion, C3Cl3O (charge +1) in a non-equilibrium geometry, from the Open Molecules 2025 dataset.

- LUMO energy: -7.959 eV
- HOMO: -0.5885 Ha
- Energy relative to the best compared isomer or geometry (same formula, charge and spin): 17.7 kcal per mole
- Maximum force: 1.78 eV Å⁻¹

```
! wB97M-V def2-TZVPD RIJCOSX def2/J DEFGRID3
* xyz 1 1
C 0.03 0.72 -0.04
C 0.59 -0.70 -0.33
C -1.23 0.45 0.16
O 0.08 -1.55 -0.95
Cl 1.19 1.97 -0.08
Cl 2.00 -0.82 0.67
Cl -2.67 -0.06 0.57
*
```



Record 5
The following is a quantum chemistry calculation of a molecular structure, C3CuLi2O3 in a non-equilibrium geometry, from the Open Molecules 2025 dataset.

- LUMO energy: -4.309 eV
- HOMO: -0.4402 Ha
- Maximum force: 2.31 eV Å⁻¹

```
! wB97M-V def2-TZVPD RIJCOSX def2/J DEFGRID3
* xyz 1 1
O 1.97 -0.19 0.44
C 1.10 0.62 0.04
O 1.20 1.87 0.00
Li -0.52 2.44 -0.46
Cu 1.21 -2.10 0.55
C -0.25 0.02 -0.28
C -1.44 -0.32 -0.16
O -2.65 -0.44 -0.26
Li -4.32 -0.38 0.38
*
```



Record 6
The following is a quantum chemistry calculation of a molecular structure, C3F11KNO13S5 in a non-equilibrium geometry, from the Open Molecules 2025 dataset.

- LUMO energy: 6.216 eV
- HOMO: -0.0704 Ha
- Maximum force: 8.26 eV Å⁻¹

```
! wB97M-V def2-TZVPD RIJCOSX def2/J DEFGRID3
* xyz -3 1
K -4.60 -8.05 4.80
N -4.48 -7.73 10.03
S -5.53 -6.83 10.60
O -6.97 -6.94 10.38
O -5.09 -5.47 10.80
F -5.42 -7.44 12.08
S -5.35 -8.35 8.67
O -5.43 -7.58 7.45
O -6.33 -9.41 8.77
F -4.14 -9.34 8.18
C -2.26 -5.11 6.21
F -1.42 -4.24 6.77
F -1.57 -5.92 5.43
F -2.86 -5.78 7.22
S -3.48 -4.25 5.04
O -4.22 -3.30 5.88
O -2.66 -3.56 4.04
O -4.33 -5.34 4.55
C -1.74 -8.44 -0.06
F -2.85 -8.49 -0.74
F -1.42 -9.73 0.30
F -0.79 -7.94 -0.82
S -2.13 -7.47 1.62
O -2.35 -6.10 1.25
O -3.37 -8.06 2.21
O -0.97 -7.62 2.49
C -7.26 -11.26 3.03
F -7.08 -9.97 2.85
F -8.48 -11.47 3.54
F -7.15 -11.77 1.78
S -5.83 -11.86 4.28
O -6.52 -12.13 5.54
O -5.19 -13.09 3.70
O -4.80 -10.78 4.37
*
```



Record 7
The following is a quantum chemistry calculation of 2 unconnected molecules or ions with the total composition C3F3N in a non-equilibrium geometry, from the Open Molecules 2025 dataset.

- LUMO energy (alpha / beta): -2.065 / -2.044 eV
- HOMO (alpha / beta): -0.3660 / -0.3657 Ha
- Energy relative to the best compared isomer or geometry (same formula, charge and spin): 113.5 kcal per mole
- Maximum force: 4.86 eV Å⁻¹

```
! wB97M-V def2-TZVPD RIJCOSX def2/J DEFGRID3
* xyz 0 1
C 0.81 1.67 0.56
C 1.08 0.62 -0.29
C -1.15 -1.55 -0.81
N 0.37 2.67 1.08
F 2.02 -0.24 -0.17
F -2.39 -1.95 -0.71
F -0.73 -1.22 0.33
*
```



Record 8
The following is a quantum chemistry calculation of 2 unconnected molecules or ions with the total composition C3F4O in a non-equilibrium geometry, from the Open Molecules 2025 dataset.

- LUMO energy (alpha / beta): -1.584 / -1.616 eV
- HOMO (alpha / beta): -0.3772 / -0.3895 Ha
- Energy relative to the best compared isomer or geometry (same formula, charge and spin): 92.0 kcal per mole
- Maximum force: 1.37 eV Å⁻¹

```
! wB97M-V def2-TZVPD RIJCOSX def2/J DEFGRID3
* xyz 0 1
C 0.90 0.34 -0.21
C -0.88 -1.92 0.15
C 0.44 1.49 0.19
O -1.12 -2.96 0.64
F 1.95 0.03 -0.94
F -1.60 -1.26 -0.72
F -0.65 1.60 0.94
F 0.96 2.70 -0.05
*
```



Look up the maximum force of the eighth one. 1.37 eV Å⁻¹



Which formula does entry 1 have? C3BrCl2N



Look up the maximum force of the fifth one. 2.31 eV Å⁻¹



Look up the maximum force of the second one. 3.88 eV Å⁻¹